Here is 2 unconnected molecules or ions with the total composition C4H6ClNO at a distorted geometry from the Open Molecules 2025 dataset. Energies are from ωB97M-V/def2-TZVPD.

⟨S²⟩	2.015
2S+1	3
highest occupied orbital energy (alpha / beta)	-0.3197 / -0.4304	Eh
orbital gap (alpha / beta)	9.5 / 9.0	eV
ΔE to the lowest compared entry with this formula, charge and spin	0.0	kJ/mol

Cartesian coordinates (Å):
C -1.238 -1.973 -0.297
C 0.889 -0.050 0.679
C 0.208 0.040 -0.732
C -0.633 -1.119 -1.197
N -1.615 -2.655 0.543
O -2.538 0.392 -0.540
Cl -1.184 -1.241 -2.824
H 0.150 -0.497 1.273
H 1.907 -0.621 0.612
H 1.126 1.069 0.986
H -0.403 0.895 -0.568
H 0.899 0.235 -1.531
H -2.882 -0.030 0.175